DFT (ωB97M-V/def2-TZVPD) results for a molecular structure, C21H52B3F3O10S6 in a non-equilibrium geometry.

```
! RIJCOSX wB97M-V def2-TZVPD def2/J DEFGRID3
* xyz 0 1
C 5.016 -4.410 -1.259
O 4.486 -5.028 -0.089
C 3.135 -4.672 0.146
C 2.121 -5.505 -0.687
C 1.708 -4.763 -1.962
C 0.575 -5.457 -2.761
B -0.842 -5.182 -2.149
O -1.615 -6.159 -1.512
B -1.542 -5.817 -0.174
O -1.248 -4.507 0.193
B -1.510 -3.565 -0.810
C -1.980 -2.112 -0.381
C -1.260 -0.932 -1.088
C 0.224 -1.088 -1.201
F 0.970 -1.439 -0.133
C 0.873 -0.868 -2.337
F 0.712 0.270 -3.008
F 1.727 -1.673 -2.888
O -1.412 -3.896 -2.145
H 4.860 -5.071 -2.119
H 6.090 -4.300 -1.083
H 4.605 -3.407 -1.417
H 2.933 -4.859 1.205
H 2.960 -3.599 -0.019
H 1.279 -5.699 -0.009
H 2.570 -6.482 -0.893
H 1.346 -3.768 -1.694
H 2.583 -4.683 -2.610
H 0.567 -5.009 -3.768
H 0.757 -6.524 -2.926
H -1.700 -6.681 0.618
H -1.815 -2.013 0.694
H -3.040 -2.029 -0.642
H -1.684 -0.675 -2.058
H -1.442 -0.043 -0.462
C -0.217 1.245 -8.377
S -0.715 -0.248 -7.505
O -2.184 -0.394 -7.681
C -0.444 0.397 -5.850
H -0.349 1.075 -9.444
H -0.838 2.083 -8.060
H 0.833 1.453 -8.170
H -1.053 1.289 -5.695
H 0.612 0.633 -5.720
H -0.735 -0.369 -5.134
C 1.909 5.082 -0.294
S 0.810 3.958 -1.161
O -0.503 3.985 -0.458
C 1.648 2.450 -0.669
H 1.543 6.098 -0.440
H 1.917 4.845 0.769
H 2.915 4.998 -0.706
H 1.675 2.369 0.418
H 2.662 2.451 -1.071
H 1.109 1.609 -1.097
C -5.398 -3.479 -7.433
S -4.967 -2.242 -6.199
O -5.799 -2.513 -4.994
C -5.709 -0.852 -7.063
H -5.056 -4.448 -7.075
H -6.479 -3.502 -7.573
H -4.898 -3.241 -8.373
H -6.770 -1.044 -7.227
H -5.196 -0.703 -8.013
H -5.589 0.035 -6.444
C 4.710 4.761 4.621
S 3.529 3.839 3.626
O 3.209 4.675 2.432
C 2.152 3.994 4.766
H 5.646 4.823 4.070
H 4.329 5.766 4.809
H 4.876 4.237 5.563
H 1.933 5.046 4.944
H 2.394 3.496 5.703
H 1.283 3.514 4.318
C -1.283 6.128 7.665
S 0.429 5.579 7.703
O 0.450 4.164 7.238
C 0.583 5.558 9.494
H -1.602 6.174 6.625
H -1.909 5.421 8.209
H -1.355 7.120 8.111
H -0.163 4.887 9.920
H 0.451 6.568 9.881
H 1.580 5.200 9.745
C -2.007 0.408 4.605
S -0.820 0.205 5.943
O -1.121 -1.089 6.608
C -1.486 1.510 6.984
H -1.797 -0.346 3.849
H -3.019 0.273 4.986
H -1.896 1.401 4.168
H -2.532 1.303 7.212
H -1.390 2.468 6.473
H -0.910 1.538 7.906
*
```

Results
E_HOMO ... -8.457 eV
DFT total energy ... -4346.99685 a.u.
HOMO-LUMO gap ... 8.751 eV

***

DFT (ωB97M-V/def2-TZVPD) results for a molecular structure, C21H52BN2O3Sn in a non-equilibrium geometry.

```
! RIJCOSX wB97M-V def2-TZVPD def2/J DEFGRID3
* xyz 1 1
Sn 1.666 -1.338 2.328
B -1.234 -0.452 -1.192
H -1.003 -1.449 -0.850
H -2.074 -0.331 -1.858
H -1.337 0.150 -0.303
H -0.394 -0.113 -1.779
C 5.174 5.861 1.341
C 4.241 4.820 1.920
N 3.593 3.940 0.983
C 2.532 4.587 0.113
C 1.312 5.125 0.837
C 4.421 3.166 0.096
C 5.558 2.280 0.762
H 5.681 6.424 2.125
H 4.609 6.518 0.680
H 5.968 5.403 0.753
H 4.669 4.072 2.587
H 3.517 5.373 2.518
H 2.891 5.374 -0.549
H 2.112 4.004 -0.707
H 1.432 5.623 1.798
H 0.544 5.660 0.278
H 0.710 4.224 0.952
H 4.795 3.788 -0.717
H 3.707 2.505 -0.395
H 5.120 1.523 1.413
H 6.251 2.971 1.242
H 6.098 1.744 -0.018
C -4.415 -1.607 3.905
C -4.367 -3.148 3.921
N -3.067 -3.683 4.221
C -2.826 -5.106 3.832
C -2.234 -5.244 2.462
C -2.523 -3.396 5.598
C -3.179 -4.187 6.754
H -4.237 -1.174 4.890
H -5.447 -1.302 3.733
H -3.674 -1.111 3.278
H -5.139 -3.608 4.537
H -4.676 -3.501 2.937
H -2.095 -5.567 4.497
H -3.780 -5.630 3.892
H -1.145 -5.283 2.430
H -2.615 -6.151 1.992
H -2.497 -4.458 1.754
H -2.506 -2.340 5.868
H -1.444 -3.548 5.638
H -4.196 -3.825 6.912
H -2.720 -3.950 7.714
H -3.177 -5.273 6.658
C 0.613 3.429 -5.692
C 2.004 3.235 -6.158
O 2.742 4.171 -6.343
C 2.521 1.786 -6.194
H 0.270 4.463 -5.746
H 0.367 3.060 -4.696
H 0.039 2.942 -6.480
H 3.583 1.872 -5.966
H 2.379 1.323 -7.171
H 2.010 1.240 -5.401
C -5.474 2.427 -2.612
C -5.953 1.758 -1.413
O -6.297 2.395 -0.375
C -6.327 0.268 -1.537
H -5.720 1.805 -3.472
H -4.418 2.692 -2.573
H -5.921 3.408 -2.771
H -6.332 -0.064 -2.575
H -7.311 0.115 -1.094
H -5.494 -0.242 -1.052
C 4.297 -5.735 -2.619
C 3.553 -4.534 -2.973
O 3.642 -3.557 -2.258
C 2.439 -4.640 -4.096
H 3.625 -6.396 -2.071
H 5.034 -5.485 -1.856
H 4.834 -6.148 -3.473
H 2.526 -3.756 -4.727
H 1.453 -4.718 -3.639
H 2.717 -5.473 -4.742
*
```

Results
E_HOMO ... -10.673 eV
DFT total energy ... -1404.96204 a.u.
HOMO-LUMO gap ... 2.363 eV